Entry from the OMol25 dataset: an isolated molecule of C3H8OS at a distorted geometry (ωB97M-V with the def2-TZVPD basis set).

Each atom is followed by the atoms it is bonded to, with distances in Å.
Cartesian coordinates (Å):
1 C 0.84464 -2.07308 -0.60222  O2 1.436, H6 1.180, H7 1.220, H8 1.044
2 O 0.81327 -0.65040 -0.79729  C1 1.436, C3 1.416
3 C 0.44519 -0.16756 0.48191  O2 1.416, S4 1.855, H9 1.111, H10 1.072
4 S 0.20798 1.62231 0.90761  C3 1.855, C5 1.681
5 C -1.15210 2.16802 0.08439  S4 1.681, H11 1.130, H12 1.309, H13 1.137
6 H -0.05098 -2.34679 0.11515  C1 1.180
7 H 1.11012 -2.68291 -1.62462  C1 1.220
8 H 1.58918 -1.95258 0.11896  C1 1.044
9 H 1.31089 -0.30980 1.16390  C3 1.111
10 H -0.51072 -0.52650 0.80986  C3 1.072
11 H -1.97308 1.39533 0.16578  C5 1.130
12 H -1.88615 3.24950 0.15006  C5 1.309
13 H -0.74824 2.27446 -0.97348  C5 1.137

Output
HOMO energy (eV): -8.6
SMILES: COCSC
Multiplicity: 1
E_tot (hartree): -592.38927
Largest force on an atom (eV/Å): 6.6

natural (NBO) atomic charge list, values in e, 5 entries:
1. C -0.28
2. O -0.55
3. C -0.20
4. S 0.22
5. C -0.86

Entry from the OMol25 dataset: an isolated molecule of C20H17ClFN3O2 (ωB97M-V with the def2-TZVPD basis set).

Each atom is followed by the atoms it is bonded to, with distances in Å.
Cartesian coordinates (Å):
1 O 2.70465 2.34212 -0.40127  C2 1.212
2 C 1.88135 1.46328 -0.53448  O1 1.212, N3 1.356, N11 1.386
3 N 1.84926 0.61383 -1.59107  C2 1.356, C4 1.445, H28 1.006
4 C 2.68512 0.80250 -2.75497  N3 1.445, C5 1.508, H29 1.095, H30 1.095
5 C 1.85414 1.09336 -3.97878  C4 1.508, C6 1.390, C10 1.387
6 C 0.89533 2.09923 -3.93485  C5 1.390, C7 1.383, H31 1.081
7 C 0.11050 2.36922 -5.04057  C6 1.383, C8 1.385, H32 1.080
8 C 0.27861 1.63904 -6.20589  C7 1.385, C9 1.384, H33 1.080
9 C 1.23393 0.63919 -6.25875  C8 1.384, C10 1.385, H34 1.080
10 C 2.01456 0.36470 -5.14850  C5 1.387, C9 1.385, H35 1.081
11 N 0.92122 1.23914 0.43901  C2 1.386, C12 1.378, H36 1.017
12 C -0.29084 0.58496 0.41464  N11 1.378, C13 1.366, C26 1.462
13 C -1.03834 0.26231 -0.68274  C12 1.366, C14 1.411, H37 1.079
14 C -2.27393 -0.39859 -0.51390  C13 1.411, C15 1.354, H38 1.077
15 C -2.71712 -0.69096 0.73218  C14 1.354, N16 1.360, H39 1.079
16 N -2.00480 -0.33788 1.83549  C15 1.360, C17 1.454, C26 1.377
17 C -2.50719 -0.64109 3.16544  N16 1.454, C18 1.507, H40 1.095, H41 1.093
18 C -1.47711 -1.32301 4.02854  C17 1.507, C19 1.392, C24 1.392
19 C -1.19687 -0.84463 5.30537  C18 1.392, F20 1.345, C21 1.381
20 F -1.89201 0.21164 5.76496  C19 1.345
21 C -0.25074 -1.41854 6.13138  C19 1.381, C22 1.383, H42 1.078
22 C 0.45292 -2.51927 5.67667  C21 1.383, C23 1.383, H43 1.078
23 C 0.19290 -3.03966 4.42247  C22 1.383, C24 1.386, H44 1.078
24 C -0.76559 -2.44606 3.61658  C18 1.392, C23 1.386, Cl25 1.730
25 Cl -1.07717 -3.14472 2.06494  C24 1.730
26 C -0.79373 0.31372 1.76013  C12 1.462, N16 1.377, O27 1.226
27 O -0.18459 0.64658 2.77067  C26 1.226
28 H 1.22419 -0.17417 -1.58274  N3 1.006
29 H 3.33602 1.65244 -2.52551  C4 1.095
30 H 3.30719 -0.08414 -2.91725  C4 1.095
31 H 0.77402 2.67342 -3.02730  C6 1.081
32 H -0.63119 3.15318 -4.99556  C7 1.080
33 H -0.33248 1.85082 -7.07075  C8 1.080
34 H 1.37035 0.06843 -7.16559  C9 1.080
35 H 2.75845 -0.41826 -5.19325  C10 1.081
36 H 1.14291 1.61498 1.35796  N11 1.017
37 H -0.72038 0.52267 -1.68044  C13 1.079
38 H -2.85970 -0.66942 -1.37557  C14 1.077
39 H -3.64665 -1.20922 0.90773  C15 1.079
40 H -2.79910 0.29509 3.65273  C17 1.095
41 H -3.38720 -1.28168 3.06181  C17 1.093
42 H -0.07321 -0.99507 7.10657  C21 1.078
43 H 1.20363 -2.97586 6.30186  C22 1.078
44 H 0.72869 -3.90360 4.06259  C23 1.078

Output
HOMO energy (eV): -8.0
SMILES: O=C(NCc1ccccc1)Nc1cccn(Cc2c(F)cccc2Cl)c1=O
Multiplicity: 1
E_tot (hartree): -1647.19917
Largest force on an atom (eV/Å): 0.7

natural (NBO) atomic charge list, values in e, 5 entries:
1. O -0.64
2. C 0.79
3. N -0.63
4. C -0.26
5. C 0.05

What did we get for energy relative to the best compared isomer or geometry (same formula, charge and spin)? Answer: 80.81, 4.11 kcal/mol, in the order shown.
What did we get for orbital gap? Answer: 9.5055, 8.5690 eV, in the order shown.